Record 1
ORCA calculation (ωB97M-V/def2-TZVPD) on the molecule C5H6BrNO2S.

Results
SMILES string   CCOc1[nH]c(=O)sc1Br
Energy above the lowest of the compared OMol25 structures with the same formula, charge and spin   84.3 kJ/mol

Last column: natural (NBO) charge in e.
Element x y z (Å)
C1 0.82208 0.29178 -0.34850  0.508
C2 2.28484 0.76128 -0.14905  -0.513
C3 1.90316 -1.82864 -0.00798  0.497
C4 -2.03021 0.29522 0.74167  -0.657
C5 -1.57297 0.75620 -0.63570  -0.073
N1 0.74675 -1.02818 -0.11867  -0.637
O1 1.92679 -2.99920 0.01412  -0.568
O2 -0.20565 1.12601 -0.52797  -0.478
S1 3.21474 -0.66250 0.16962  0.328
Br1 3.13444 2.48292 -0.11198  0.112
H1 -1.16619 -0.33639 1.17476  0.211
H2 -2.39367 1.10376 1.49901  0.239
H3 -2.81049 -0.44436 0.73178  0.222
H4 -2.00538 1.82200 -0.88972  0.215
H5 -1.71334 0.10703 -1.40808  0.183
H6 -0.13491 -1.44693 -0.13333  0.412

Record 2
ORCA calculation (ωB97M-V/def2-TZVPD) on a cluster of 2 separate species, CH4N2O2S in total.

Results
Energy above the lowest of the compared OMol25 structures with the same formula, charge and spin   592.6 kJ/mol

Last column: natural (NBO) charge in e.
Element x y z (Å)
C1 0.33592 -0.30780 0.04162  0.284
H1 -2.71880 -0.35098 0.86626  0.418
H2 -1.30959 -1.70967 -0.46020  0.419
H3 -0.02492 1.80557 -0.16375  0.420
H4 2.42025 0.46472 0.37194  0.483
N1 -0.85881 -0.73004 -0.15512  -0.288
N2 0.56632 1.00827 -0.01641  -0.324
O1 -1.99037 -0.02868 -0.19989  -0.515
O2 1.95461 1.37945 -0.19106  -0.560
S1 1.62540 -1.53083 -0.09337  -0.336

Record 3
ORCA calculation (ωB97M-V/def2-TZVPD) on a structure of composition FSn.

Results
Net charge   +1
Energy above the lowest of the compared OMol25 structures with the same formula, charge and spin   37.6 kJ/mol

Last column: natural (NBO) charge in e.
Element x y z (Å)
Sn1 1.15742 0.43075 0.68214  1.700
F1 -1.15742 -0.43075 -0.68214  -0.700

Record 4
ORCA calculation (ωB97M-V/def2-TZVPD) on a cluster of 17 separate species, H34O17 in total.

Results
<S²>   0.754
Spin multiplicity   2
Net charge   +1
Energy above the lowest of the compared OMol25 structures with the same formula, charge and spin   0.0 kJ/mol

Last column: natural (NBO) charge in e.
Element x y z (Å)
O1 3.52701 1.82871 -2.54185  -0.899
H1 3.69717 2.77610 -2.62725  0.477
H2 2.85303 1.80774 -1.85319  0.437
O2 -0.13575 -1.96944 -0.39263  -0.976
H3 -0.61089 -1.15710 -0.64974  0.484
H4 -0.74699 -2.49943 -0.92144  0.513
O3 -1.44726 2.82913 -1.24404  -0.985
H5 -1.24122 2.80682 -0.28313  0.503
H6 -1.16994 3.72518 -1.44487  0.486
O4 1.08155 0.90691 -1.02326  -0.330
H7 1.66531 -0.01264 -1.12325  0.494
H8 0.16087 0.82785 -1.47617  0.509
O5 -1.09828 0.35109 -2.30584  -1.014
H9 -1.21483 1.32184 -2.29317  0.521
H10 -1.95154 -0.13926 -2.21845  0.543
O6 0.28844 -2.40047 2.29951  -0.920
H11 1.22148 -2.59612 2.15129  0.484
H12 -0.08534 -2.26086 1.41033  0.508
O7 3.60374 0.34024 0.73455  -0.967
H13 4.52275 0.03646 0.72606  0.487
H14 3.70090 1.29929 0.85180  0.522
O8 2.78537 -0.80534 -1.01376  -0.917
H15 2.37090 -1.60314 -0.65339  0.518
H16 3.57286 -0.50690 -0.54534  0.523
O9 -3.19178 -1.04656 -1.44453  -0.990
H17 -3.28101 -0.54809 -0.60059  0.506
H18 -4.12558 -1.01595 -1.70198  0.505
O10 -3.90735 0.42081 0.72800  -0.988
H19 -4.75758 0.79833 0.98675  0.496
H20 -3.28551 1.16414 0.78561  0.504
O11 1.65742 -1.43838 -4.11637  -0.904
H21 2.46451 -0.91883 -4.02397  0.466
H22 1.20124 -1.03397 -3.36346  0.441
O12 2.86747 3.16022 0.31951  -0.907
H23 3.19889 3.41679 -0.55020  0.463
H24 2.10414 2.67190 -0.01989  0.454
O13 -1.99438 -4.19128 2.24366  -0.963
H25 -1.33772 -3.49516 2.40844  0.477
H26 -2.47136 -4.30938 3.06358  0.479
O14 0.80271 2.24989 2.12416  -0.951
H27 1.27889 1.57403 1.62143  0.474
H28 1.07431 1.94609 3.00220  0.508
O15 -4.56399 -2.57779 0.73216  -0.958
H29 -4.06792 -1.88667 1.17534  0.472
H30 -4.03775 -3.38262 0.73023  0.486
O16 -1.68098 1.84432 1.25980  -1.007
H31 -1.94987 2.31509 2.06188  0.498
H32 -0.73146 1.67095 1.46142  0.511
O17 1.08626 -0.37982 2.61456  -0.998
H33 1.90382 -0.88459 2.53391  0.451
H34 0.39527 -1.03012 2.40557  0.476

Record 5
ORCA calculation (ωB97M-V/def2-TZVPD) on a cluster of 2 separate species, C5H11O2 in total.

Results
<S²>   0.750
Spin multiplicity   2
Net charge   -2
Energy above the lowest of the compared OMol25 structures with the same formula, charge and spin   47.8 kJ/mol

Last column: natural (NBO) charge in e.
Element x y z (Å)
C1 1.54834 0.14011 -0.28736  -0.526
C2 1.93883 1.56576 0.15579  -0.616
C3 2.85146 -0.70980 0.10510  0.773
O1 3.76027 -0.61444 -0.76513  -0.833
O2 2.82832 -1.43070 1.12120  -0.795
H1 0.67817 -0.32796 0.14800  0.199
H2 1.55296 0.09224 -1.37064  0.196
H3 1.50475 2.32211 -0.50928  0.175
H4 3.01863 1.68272 0.16838  0.210
H5 1.47975 1.78425 1.12478  0.188
C4 -2.28780 -0.87126 0.62121  -0.715
C5 -2.95295 -0.24079 -0.60611  -1.288
H6 -1.21072 -0.92156 0.55326  0.200
H7 -2.49320 -0.29656 1.52692  0.182
H8 -2.66169 -1.87307 0.82036  0.181
H9 -3.54098 0.66164 -0.39150  0.146
H10 -3.76154 -0.87454 -0.98928  0.135
H11 -2.25260 -0.08817 -1.42570  0.190

Record 6
ORCA calculation (ωB97M-V/def2-TZVPD) on a cluster of 2 separate species, C8H10O2 in total.

Results
SMILES string   c1ccccc1.CC(=O)O
Energy above the lowest of the compared OMol25 structures with the same formula, charge and spin   250.7 kJ/mol

Last column: natural (NBO) charge in e.
Element x y z (Å)
C1 2.31183 -0.12914 -0.24609  0.806
C2 2.27968 1.08445 0.77393  -0.721
C3 -2.60880 0.72005 -0.12192  -0.210
C4 -2.79145 -0.59293 0.04706  -0.240
C5 -1.68608 -1.50183 -0.10165  -0.194
C6 -0.39113 -1.03072 -0.36100  -0.224
C7 -0.29178 0.36056 -0.54043  -0.237
C8 -1.32071 1.24272 -0.52154  -0.207
H1 2.35479 -2.08522 0.19349  0.498
H2 2.74189 1.94552 0.21707  0.231
H3 1.29998 1.39935 1.06687  0.241
H4 2.84102 0.74380 1.64610  0.244
H5 -3.35095 1.54589 0.19558  0.213
H6 -3.81571 -0.87770 0.52876  0.218
H7 -1.96942 -2.55655 0.09291  0.211
H8 0.26152 -2.00043 -0.60162  0.246
H9 0.61772 0.86215 -0.65694  0.206
H10 -1.25489 2.33647 -0.78595  0.222
O1 2.78445 -0.24348 -1.32715  -0.575
O2 1.98802 -1.22296 0.50255  -0.726

Record 7
ORCA calculation (ωB97M-V/def2-TZVPD) on a structure of composition C7H4IN4ReS4Sb.

Results
Net charge   +3
Electronic energy   -2695.8969 Ha

Last column: natural (NBO) charge in e.
Element x y z (Å)
Re1 0.45445 0.09825 1.25743  0.763
S1 -0.17641 -2.89321 4.87252  -0.225
Sb1 1.62857 -1.54972 4.78016  1.281
S2 0.35964 0.40440 3.46077  -0.003
S3 1.93895 -1.46600 1.14931  0.359
S4 3.70304 -0.70077 4.92313  -0.196
I1 1.83834 2.47137 0.93753  0.665
C1 1.17692 1.90442 -1.01575  0.118
C2 1.43502 2.58183 -2.17268  -0.237
C3 0.88641 2.03653 -3.33892  -0.041
C4 0.13088 0.87460 -3.26596  -0.197
C5 -0.06786 0.26607 -2.03732  0.095
N1 0.45835 0.78176 -0.91629  -0.570
H1 2.02864 3.48629 -2.18455  0.289
H2 1.05392 2.53214 -4.28730  0.287
H3 -0.30405 0.43191 -4.15168  0.289
H4 -0.64184 -0.64495 -1.93362  0.243
N2 -5.14680 -3.49637 0.50057  -0.042
C6 -4.23308 -2.81176 0.67146  0.334
N3 -3.19348 -2.04857 0.85846  -0.305
C7 -2.18917 -1.45134 0.90135  0.753
N4 -1.14043 -0.80687 0.99137  -0.661

Record 8
ORCA calculation (ωB97M-V/def2-TZVPD) on a structure of composition C5H13NO2.

Results
Energy above the lowest of the compared OMol25 structures with the same formula, charge and spin   369.4 kJ/mol

Last column: natural (NBO) charge in e.
Element x y z (Å)
C1 -0.40158 -1.46199 1.66509  0.539
C2 -1.90496 -0.60642 -0.45941  -0.963
N1 0.20648 -0.39221 2.04421  -0.742
O1 -1.50806 -1.96975 2.20553  -0.640
H1 -2.00621 -1.30145 2.69758  0.491
H2 0.11917 -2.17428 1.04231  0.198
H3 -0.29627 0.23500 2.66345  0.370
H4 0.96950 0.39404 1.29694  0.483
H5 -2.23470 -0.28663 -1.44788  0.218
H6 -2.33152 -1.59300 -0.29471  0.206
H7 -2.33763 0.09234 0.25568  0.190
C3 0.98223 -0.30036 -1.17381  -0.724
C4 1.48100 2.14195 -1.52823  -0.684
C5 1.48216 0.89255 -0.68080  0.455
O2 1.74617 1.06957 0.58053  -0.750
H8 2.31232 2.10296 -2.23407  0.222
H9 -0.65787 -0.49295 -0.69421  0.279
H10 0.88616 -0.40530 -2.24593  0.209
H11 1.33616 -1.20684 -0.69487  0.196
H12 1.60034 3.02259 -0.89899  0.223
H13 0.55712 2.24018 -2.09841  0.223

Record 9
ORCA calculation (ωB97M-V/def2-TZVPD) on a cluster of 2 separate species, C5H10NOS in total.

Results
Net charge   -1
Energy above the lowest of the compared OMol25 structures with the same formula, charge and spin   534.3 kJ/mol

Last column: natural (NBO) charge in e.
Element x y z (Å)
C1 2.39869 -0.58300 0.12013  -0.143
C2 2.51162 -1.84634 0.52301  -0.469
S1 -4.63707 1.10482 -0.09732  -0.365
C3 1.13365 0.26491 0.03040  0.204
N1 -0.05372 -0.65069 0.05140  -0.641
C4 -1.20346 0.15327 0.47595  -0.247
C5 -1.72839 1.07742 -0.59520  -0.425
O1 1.13913 1.06057 -1.05397  -0.900
H1 1.10122 0.90812 0.94332  0.092
H2 3.30780 -0.01458 -0.05821  0.182
H3 1.65705 -2.45528 0.79130  0.197
H4 3.44577 -2.36705 0.32215  0.170
H5 -0.21545 -0.88645 -0.92162  0.353
H6 -0.86542 0.77569 1.30546  0.190
H7 -1.99009 -0.50344 0.84681  0.194
H8 -1.94408 0.57614 -1.54184  0.213
H9 -1.23592 2.02344 -0.80113  0.260
H10 -2.82134 1.36245 -0.34065  0.134

Record 10
ORCA calculation (ωB97M-V/def2-TZVPD) on a cluster of 4 separate species, C2H11NO3 in total.

Results
SMILES string   C=CN.O.O.O
Energy above the lowest of the compared OMol25 structures with the same formula, charge and spin   86.4 kJ/mol

Last column: natural (NBO) charge in e.
Element x y z (Å)
C1 -0.16607 1.78623 0.41551  -0.563
C2 -0.74748 1.37415 1.54651  0.026
N1 -1.22021 0.14623 1.95293  -0.816
H1 0.10605 1.18509 -0.43723  0.199
H2 -0.03036 2.84836 0.26021  0.199
H3 -0.98117 2.16369 2.25745  0.180
H4 -0.97384 -0.72022 1.47552  0.401
H5 -1.06804 0.01594 2.94305  0.366
H6 2.07175 0.51481 -0.41595  0.481
H7 2.01093 -0.90810 -0.67286  0.476
O1 2.04385 -0.06800 -1.19300  -0.957
H8 0.32140 -0.66766 -2.66319  0.488
H9 -1.07467 -0.04137 -2.39670  0.484
O2 -0.58280 -0.85289 -2.37515  -0.965
H10 -0.16938 -2.84435 0.25545  0.476
H11 0.31559 -1.97965 -0.95417  0.497
O3 0.14448 -1.95225 0.00161  -0.972

Record 11
ORCA calculation (ωB97M-V/def2-TZVPD) on a structure of composition C27H36BCaClF4KNO9P.

Results
Net charge   -1
Electronic energy   -4285.8545 Ha

Last column: Löwdin charge in e.
Element x y z (Å)
C1 2.76531 2.75015 -3.69843  -0.112
O1 1.35142 2.57761 -3.82660  -0.186
C2 0.91267 1.23411 -3.61010  -0.142
C3 0.21142 1.02780 -2.16771  -0.402
C4 -0.12277 2.45386 -1.57401  -0.066
C5 -0.98932 2.36732 -0.28801  -0.175
C6 -2.43656 2.68334 -0.33867  -0.080
C7 -3.24042 2.53987 0.90233  -0.028
C8 -2.64947 2.09903 2.18143  -0.157
C9 -1.13260 1.79267 2.21572  -0.371
C10 -0.31022 1.27232 3.50344  -0.073
C11 -0.39163 1.94297 0.98329  -0.026
C12 -1.13397 0.22813 -2.45582  -0.121
P1 -0.84874 -1.61059 -2.66316  0.605
O2 0.44652 -1.96831 -3.31280  -0.313
O3 -1.01376 -2.25319 -1.13259  -0.143
O4 -2.18330 -2.17419 -3.51064  -0.158
O5 0.98031 0.19933 -1.27831  -0.124
C13 2.32835 0.61892 -1.15820  -0.167
C14 3.08130 -0.06245 0.07514  -0.145
O6 2.20782 -0.31013 1.17944  -0.079
C15 1.90532 -1.65556 1.33446  -0.234
C16 1.77751 -2.63517 0.26751  -0.032
C17 1.42175 -4.01625 0.58178  -0.082
C18 1.19888 -4.43692 1.95278  -0.089
C19 1.29481 -3.46664 3.06176  -0.059
C20 1.65360 -2.10535 2.71523  -0.012
H1 2.97287 3.32199 -2.75619  0.091
H2 3.16071 3.34424 -4.56834  0.097
H3 3.35333 1.79814 -3.66515  0.075
H4 0.10458 1.04703 -4.37492  0.135
H5 1.69043 0.44998 -3.78949  0.115
H6 0.79357 3.06508 -1.36324  0.122
H7 -0.71297 3.04605 -2.33003  0.149
H8 -2.93303 2.99900 -1.33246  -0.102
H9 -4.33619 2.74473 0.85257  0.097
H10 -3.25861 1.96124 3.11121  0.117
H11 0.65526 1.82954 3.64872  0.089
H12 -0.01098 0.21428 3.25246  0.070
H13 -0.95123 1.20775 4.42727  0.065
H14 0.70121 1.72284 0.99252  0.105
H15 -1.85711 0.31147 -1.58734  0.109
H16 -1.69159 0.67158 -3.32935  0.127
H17 -1.54345 -1.58638 -0.64897  0.083
H18 -2.85843 -1.47316 -3.37823  0.080
H19 2.96481 0.35956 -2.05978  0.114
H20 2.43372 1.72819 -1.02698  0.120
H21 3.81099 0.72557 0.42827  0.136
H22 3.70298 -0.93742 -0.23541  0.119
H23 1.97044 -2.27594 -0.77507  0.092
H24 1.34773 -4.74945 -0.25346  0.082
H25 0.95271 -5.48617 2.22723  0.091
H26 1.11754 -3.72187 4.12634  0.103
H27 1.71651 -1.36013 3.54626  0.109
Ca1 -1.55334 3.86885 3.44459  1.543
N1 2.22219 -5.51982 -2.89862  0.063
C21 1.94635 -4.39141 -3.58073  -0.212
C22 2.03841 -4.28456 -4.96347  -0.138
C23 2.44083 -5.40369 -5.68279  -0.124
C24 2.73180 -6.58043 -5.00227  -0.093
C25 2.60582 -6.58737 -3.62059  -0.160
H28 1.63953 -3.54609 -2.97489  0.078
H29 1.80243 -3.35298 -5.46299  0.124
H30 2.52563 -5.35946 -6.76286  0.122
H31 3.04635 -7.46946 -5.53348  0.116
H32 2.81620 -7.48284 -3.04515  0.120
B1 -5.44260 6.13220 2.09975  -1.190
F1 -4.19452 5.78452 2.70876  0.032
F2 -5.67838 5.26378 1.00219  0.049
F3 -6.48617 5.99219 3.05009  0.065
F4 -5.38676 7.47564 1.64481  0.062
C26 -1.73036 -0.13458 7.41669  -0.065
C27 -2.00249 1.34494 7.10825  -0.797
O7 -2.64381 1.56825 6.03839  -0.134
O8 -1.55994 2.14654 7.94482  -0.056
H33 -2.14482 -0.78586 6.64294  0.048
H34 -0.65270 -0.30810 7.47566  0.053
H35 -2.18301 -0.40263 8.37341  0.059
O9 -2.18204 6.32470 5.53025  -0.589
H36 -2.21112 6.91486 6.27964  -0.191
K1 4.58053 -4.35790 -4.15285  0.999
Cl1 -4.78873 3.34470 -1.91715  -0.402

Record 12
ORCA calculation (ωB97M-V/def2-TZVPD) on the molecule C9H9NO.

Results
SMILES string   C[C@@]1(c2ccccc2)NC1=O
Energy above the lowest of the compared OMol25 structures with the same formula, charge and spin   278.7 kJ/mol

Last column: natural (NBO) charge in e.
Element x y z (Å)
C1 2.33209 1.79121 0.38379  -0.218
C2 1.61021 1.20579 1.46278  -0.181
C3 1.97219 1.33328 -0.88670  -0.187
C4 0.51465 0.37018 1.23790  -0.212
C5 0.81222 0.63730 -1.13372  -0.210
C6 0.18190 0.05965 -0.04439  -0.054
C7 -2.10125 -0.19834 -1.21874  0.704
C8 -1.05146 -0.70771 -0.29006  0.023
C9 -1.56937 -1.67580 0.89523  -0.632
N1 -1.29472 -1.20694 -1.66647  -0.641
O1 -2.97265 0.60076 -1.46357  -0.531
H1 3.21357 2.27229 0.61205  0.211
H2 2.03263 1.46091 2.43626  0.211
H3 2.37610 1.77093 -1.78227  0.207
H4 0.03232 -0.10366 2.07791  0.211
H5 0.61797 0.27464 -2.13573  0.231
H6 -2.66866 -1.74184 0.73062  0.220
H7 -1.28198 -1.29352 1.93736  0.221
H8 -1.30572 -2.72643 0.85762  0.220
H9 -1.45005 -2.12270 -2.00986  0.406